Record 1
The following is a DFT calculation (wB97M-V/def2-TZVPD) of a single C7H11N molecule in a non-equilibrium geometry.

Structure (XYZ):
```
19
Properties=species:S:1:pos:R:3:forces:R:3:mulliken_charge:R:1
C -1.768672 0.170021 -0.574129 -0.6 1.0 1.9 -0.739
N -1.418744 -1.177953 -0.134573 -2.5 -5.0 3.2 -0.567
C -0.019658 -0.887305 0.193454 -0.8 1.5 -0.3 -0.266
C 1.481426 -1.044552 0.202050 0.6 -1.8 0.0 -0.778
C 1.827382 0.224421 -0.612043 0.7 1.4 0.6 -0.683
C 0.711156 1.174664 -0.069410 0.4 1.2 1.0 -0.527
C -0.834323 1.200365 0.104134 -1.0 -0.3 -2.1 -0.435
C -0.067806 0.411659 0.942838 2.5 -1.2 4.2 0.004
H -1.648767 0.150246 -1.609741 -0.5 0.5 -1.8 0.351
H -2.649445 0.601207 -0.147847 -1.6 -0.7 -0.6 0.375
H -2.097563 -1.837513 0.634566 2.5 3.3 -2.7 0.272
H 0.034339 -0.454598 -0.778731 0.4 -0.2 -1.1 0.363
H 1.888203 -1.287387 1.192031 0.2 1.2 0.0 0.338
H 1.876333 -1.806025 -0.349705 0.7 -2.7 -1.7 0.423
H 2.806933 0.633295 -0.251921 -0.7 -0.1 -0.4 0.330
H 1.918456 0.172256 -1.754255 -0.4 -0.6 1.6 0.271
H 1.065966 2.124843 0.199789 0.7 1.3 0.4 0.456
H -1.261148 2.038651 0.600392 -0.3 1.2 -0.5 0.388
H 0.020872 0.415056 2.086070 -0.1 0.2 -1.8 0.425
```
Positions in Å, forces in eV/Å.

E_LUMO = 1.14 eV
Strongest force on any atom = 0.125 Eh/bohr
SMILES = C1N[C@H]2CC[C@H]3[C@@H]1[C@H]32
HOMO-LUMO gap = 9.7 eV

Record 2
The following is a DFT calculation (wB97M-V/def2-TZVPD) of a molecular structure, C2H2EuO4 in a non-equilibrium geometry.

Structure (XYZ):
```
9
Properties=species:S:1:pos:R:3:forces:R:3:mulliken_charge:R:1
O 2.175629 2.153016 2.146885 -1.0 -1.8 -1.2 -0.348
C 1.763150 2.441078 1.084096 1.9 3.7 1.9 0.689
O 1.588259 3.239403 0.238892 -0.9 -2.1 -0.7 -0.356
O 0.674648 -0.087808 0.115642 -0.3 1.6 -2.0 -0.526
C 0.186018 0.012089 -1.201820 0.0 -3.1 2.2 0.109
O -0.331725 -1.210592 -1.606158 0.3 2.4 -0.9 -0.598
Eu 0.110193 -2.321185 0.294473 0.1 -0.9 0.8 0.483
H 1.010558 0.334427 -1.882844 -0.1 0.1 0.0 0.270
H -0.596834 0.806768 -1.248568 0.1 0.1 -0.1 0.277
```
Positions in Å, forces in eV/Å.

Multiplicity = 8
E_LUMO (spin up / spin down) = 0.21 / -3.46 eV
Strongest force on any atom = 0.088 Eh/bohr
HOMO-LUMO gap (spin up / spin down) = 5.4 / 3.0 eV

Record 3
The following is a DFT calculation (wB97M-V/def2-TZVPD) of 2 unconnected molecules or ions with the total composition C6H12O in a non-equilibrium geometry.

Structure (XYZ):
```
19
Properties=species:S:1:pos:R:3:forces:R:3:mulliken_charge:R:1
C -1.934054 -0.603572 1.364465 -0.5 0.2 -0.3 -0.643
C -0.682820 -0.480188 1.774637 0.5 -0.4 0.5 -0.348
C 0.491315 -0.130521 0.925126 -1.2 -0.9 -0.4 0.928
C 1.746203 -0.928872 1.214264 -0.2 1.0 0.0 -1.231
C 0.312698 0.591237 -0.181099 1.0 0.6 -0.4 -0.376
C 1.396023 0.893490 -1.189372 -0.5 -0.3 -0.3 -1.227
H -2.191382 -0.371924 0.339744 0.0 0.0 -0.1 0.018
H -2.772298 -0.906027 1.983003 0.3 0.0 0.2 0.288
H -0.454172 -0.800481 2.794473 0.0 0.2 -0.1 0.306
H 2.374325 -0.345270 1.893867 0.1 -0.4 0.1 0.274
H 2.295676 -1.063982 0.290071 0.2 -0.2 0.0 0.326
H 1.492624 -1.898489 1.640303 0.1 0.1 0.1 0.381
H -0.621003 1.048279 -0.469828 -0.3 0.0 0.6 0.397
H 2.047345 0.033748 -1.307412 0.4 0.1 0.0 0.348
H 1.971387 1.792215 -0.964935 0.1 -0.1 0.2 0.259
H 0.938996 1.060988 -2.167127 0.0 0.1 0.0 0.290
O -2.007448 1.063138 -2.590445 0.0 0.1 0.0 -0.632
H -2.529371 0.531766 -1.981346 0.0 0.0 -0.1 0.328
H -1.874038 0.514456 -3.368398 0.0 -0.1 0.0 0.312
```
Positions in Å, forces in eV/Å.

E_LUMO = 0.80 eV
Strongest force on any atom = 0.030 Eh/bohr
SMILES = C=C/C(C)=C/C.O
HOMO-LUMO gap = 9.3 eV

Record 4
The following is a DFT calculation (wB97M-V/def2-TZVPD) of a molecular structure, C25H22F6N5O8PS3Ti.

Structure (XYZ):
```
71
Properties=species:S:1:pos:R:3:forces:R:3:mulliken_charge:R:1
Ti -0.531117 0.503152 0.408041 0.6 0.1 0.2 0.342
C -2.211484 1.777357 4.362830 0.0 0.0 0.0 -1.710
C -1.856705 1.718492 2.917029 0.0 0.0 0.0 0.812
N -0.714035 1.260684 2.528803 0.0 0.0 0.0 1.627
N 0.080602 0.749081 3.494885 0.0 0.0 0.0 -1.220
C 1.381311 0.929235 3.330028 0.1 -0.1 0.0 0.330
N 2.140590 0.135384 4.173690 0.0 0.0 0.0 -0.539
S 2.166643 2.031325 2.310722 0.0 0.0 0.1 -0.556
C -2.771463 2.132005 1.845970 0.0 0.0 0.0 0.424
C -3.904472 2.906666 2.041690 0.0 0.0 0.0 -0.950
C -4.640996 3.300122 0.933932 0.0 0.0 0.0 -0.608
C -4.227628 2.926331 -0.328607 0.0 0.0 0.0 -1.036
C -3.090009 2.142803 -0.444759 0.0 0.0 0.0 -0.388
N -2.400240 1.745216 0.616736 -0.1 0.0 0.1 0.906
H -1.458728 2.343035 4.913188 0.0 0.0 0.0 0.342
H -2.190844 0.757015 4.752682 0.0 0.0 0.0 0.257
H -3.196997 2.205421 4.528700 0.0 0.0 0.0 0.461
H 1.693834 -0.740332 4.404958 0.0 0.0 0.0 0.258
H 3.097298 0.058967 3.870350 0.0 0.0 0.0 0.270
H -4.198322 3.207227 3.035782 0.0 0.0 0.0 0.338
H -5.530555 3.904289 1.064375 0.0 0.0 0.0 0.380
H -4.769830 3.213131 -1.217401 0.0 0.0 0.0 0.454
H -2.727743 1.808793 -1.404512 0.0 0.0 0.0 0.602
F -3.242907 -4.133127 1.882616 0.0 0.0 0.0 -0.234
C -2.092978 -3.462454 1.723977 0.0 0.0 0.0 0.623
F -1.566067 -3.801846 0.551253 0.0 0.0 0.0 -0.180
F -1.257362 -3.845405 2.696269 0.0 0.0 0.0 -0.232
S -2.409280 -1.646062 1.791892 -0.1 0.0 -0.1 0.820
O -1.019676 -1.157863 1.599205 -0.2 0.1 0.0 -0.593
O -2.951761 -1.442858 3.105660 0.0 0.0 0.0 -0.719
N -3.343941 -1.252983 0.661113 0.0 -0.1 0.0 -0.468
S -2.878001 -1.246636 -0.980806 0.0 0.1 0.0 0.674
O -1.517322 -0.333691 -0.870483 -0.3 0.0 -0.1 -0.371
O -3.886976 -0.386453 -1.574978 0.0 0.0 0.0 -0.650
C -1.649195 -2.478504 -3.814740 -0.1 0.0 0.1 -0.129
F -0.525348 -3.364914 -3.959269 -0.1 -0.2 0.1 -0.281
F -2.682882 -3.424686 -3.625982 0.0 0.0 0.0 -0.301
F -1.859355 -2.136611 -5.173185 -0.5 -0.2 0.4 -0.204
O 2.231425 -2.249284 -0.043486 0.0 0.0 0.1 -0.680
C 1.511858 -1.456068 -0.602933 0.1 0.0 -0.1 0.242
O 1.020170 -0.387849 0.024928 0.0 0.0 0.2 -0.003
C 1.137895 -1.549720 -2.059680 0.0 -0.1 0.1 0.506
P 1.640377 -0.064836 -3.034682 0.0 0.0 -0.1 0.108
C 3.370472 -0.504946 -3.488756 0.0 0.0 0.0 0.482
C 4.160253 -1.360254 -2.722260 0.0 0.0 0.0 -0.418
C 5.488181 -1.593780 -3.062958 0.0 0.0 0.0 -0.737
C 6.049616 -0.981552 -4.172378 0.0 0.0 0.0 -0.378
C 5.271382 -0.125389 -4.943191 0.0 0.0 0.0 -0.574
C 3.951160 0.112282 -4.599589 0.0 0.0 0.0 -0.511
C 0.818443 -0.433559 -4.631169 0.0 0.0 0.0 0.564
C -0.042516 0.525626 -5.152937 0.0 0.0 0.0 -0.463
C -0.692243 0.310420 -6.361614 0.1 0.0 -0.1 -0.379
C -0.484926 -0.870246 -7.054448 0.2 0.1 -0.1 -0.485
C 0.364770 -1.838762 -6.535566 0.2 0.2 -0.2 -0.580
C 1.011617 -1.621273 -5.332976 0.2 0.1 -0.1 -0.360
H 0.043210 -1.582331 -2.152866 0.0 0.0 -0.1 -0.746
H 1.527627 -2.478059 -2.472694 0.0 0.0 0.0 0.798
H 3.747003 -1.856096 -1.852120 0.0 0.0 0.0 0.330
H 6.082180 -2.263684 -2.452471 0.0 0.0 0.0 0.380
H 7.083680 -1.168339 -4.437144 0.0 0.0 0.0 0.340
H 5.695024 0.357612 -5.816245 0.0 0.0 0.0 0.364
H 3.349721 0.776256 -5.211314 0.0 0.0 0.0 0.333
H -0.216087 1.438687 -4.594830 0.0 0.0 0.0 0.343
H -1.376026 1.056907 -6.747487 0.0 0.0 0.0 0.384
H -1.008702 -1.052574 -7.985322 0.0 0.0 0.0 0.328
H 0.493946 -2.781070 -7.052906 0.0 0.0 0.0 0.365
H 1.650919 -2.391882 -4.919772 0.0 0.0 0.0 0.267
O -0.684882 4.157266 -0.752162 0.0 0.0 0.0 -0.603
C 0.018882 3.410875 -0.113058 0.0 0.0 0.1 -0.126
O 0.081816 2.109500 -0.289080 -0.2 0.0 -0.2 0.054
H 0.684906 3.750083 0.694223 0.0 0.0 0.0 0.307
```
Positions in Å, forces in eV/Å.

Total charge = -2
E_LUMO = 3.88 eV
Strongest force on any atom = 0.013 Eh/bohr
HOMO-LUMO gap = 5.7 eV

Record 5
The following is a DFT calculation (wB97M-V/def2-TZVPD) of a molecular structure, C35H40NOS3Te2V in a non-equilibrium geometry.

Structure (XYZ):
```
83
Properties=species:S:1:pos:R:3:forces:R:3:mulliken_charge:R:1
V -1.188276 0.511794 1.379700 -0.2 -1.9 1.4 -0.244
C -3.149264 0.106154 5.128974 0.5 -0.4 0.0 -0.692
C -3.853051 0.478363 3.839290 -0.1 0.2 -0.3 -0.822
S -2.921881 1.395570 2.552375 -0.4 0.4 0.9 0.022
C -2.105524 2.758420 3.478307 -0.3 -0.2 -0.1 -0.923
C -0.777207 2.391700 4.115611 0.3 -0.1 0.1 -0.882
S 0.137425 1.133819 3.125612 0.5 0.7 1.6 0.102
C 0.653617 -0.074338 4.419530 0.1 0.1 -0.3 -0.677
C -0.322847 -0.483188 5.506358 -0.6 -0.1 -0.2 -1.058
S -1.904041 -1.237433 4.977955 0.1 0.5 0.2 0.051
H -3.907025 -0.298223 5.801590 0.0 0.2 0.0 0.505
H -2.684828 0.964265 5.606107 -0.1 0.1 0.1 0.269
H -4.715748 1.103580 4.080339 0.0 -0.1 -0.1 0.523
H -4.200816 -0.414347 3.313006 0.0 0.1 0.0 0.417
H -2.810597 3.127315 4.222785 0.0 0.2 0.0 0.559
H -1.957139 3.530084 2.718188 -0.1 -0.1 0.1 0.452
H -0.902314 1.981900 5.113259 0.0 0.1 0.0 0.201
H -0.122784 3.261997 4.173521 -0.1 0.0 0.1 0.557
H 1.528906 0.364629 4.899512 0.1 0.0 -0.1 0.612
H 0.964075 -0.948374 3.841443 0.0 0.1 0.0 0.382
H -0.538881 0.327546 6.198602 0.0 0.0 0.1 0.493
H 0.158515 -1.277582 6.078238 0.1 0.1 0.1 0.457
C 6.351243 1.644269 -2.652232 0.0 0.0 0.0 -1.593
C 5.028627 1.342839 -2.019516 -0.1 -0.1 0.1 0.618
C 4.928023 0.895697 -0.707628 0.0 0.0 -0.1 -1.056
C 3.709020 0.508909 -0.173724 -0.3 -0.1 0.0 0.847
C 3.604126 0.058435 1.255938 0.1 0.0 0.1 -1.638
C 2.568499 0.558925 -0.975982 0.2 -0.1 0.2 0.109
Te 0.839633 -0.348070 -0.081946 2.5 -0.5 -2.0 0.991
N -0.011731 1.435791 -0.137891 0.1 0.2 0.7 -0.576
C -1.291124 1.428322 -0.469430 -0.2 1.7 -2.2 0.774
O -1.983362 0.366144 -0.344079 -1.7 0.0 -0.7 -0.039
C -1.853429 2.677106 -1.000766 -0.2 0.3 -0.2 0.261
C -1.048920 3.813410 -1.112794 0.0 -0.1 0.0 -0.114
C -1.536963 4.938127 -1.746894 0.0 0.0 0.0 -0.974
C -2.822917 4.933581 -2.268180 0.0 0.0 -0.1 -0.404
C -3.631803 3.817374 -2.132715 -0.1 0.0 -0.1 -0.976
C -3.157929 2.690273 -1.490620 0.2 -0.1 0.1 -0.295
C 0.204352 -1.367185 -1.810767 -0.1 -0.2 -0.2 1.366
C -0.819476 -0.955913 -2.647776 -0.1 0.3 0.0 -0.686
C -1.186717 -1.743329 -3.723439 0.1 0.1 0.0 -0.675
C -0.511228 -2.927146 -3.962607 0.1 0.1 -0.1 -1.198
C 0.525393 -3.324409 -3.134957 0.0 0.1 -0.1 -0.547
C 0.892526 -2.561221 -2.036283 -0.1 0.2 0.1 0.978
C 1.993705 -2.989847 -1.116967 0.0 0.0 -0.1 -2.488
C 2.622924 1.107135 -2.258448 -0.2 0.0 0.0 1.310
C 1.399269 1.310039 -3.099239 0.0 0.0 -0.1 -1.274
C 3.860392 1.494052 -2.755316 -0.1 -0.1 0.2 -0.914
H 7.173164 1.419466 -1.978012 0.1 0.0 0.0 0.370
H 6.410710 2.690860 -2.946977 0.1 0.1 0.0 0.359
H 6.465482 1.041341 -3.553256 0.1 0.0 0.0 0.353
H 5.811512 0.837141 -0.089379 0.1 0.0 0.1 0.395
H 4.454617 0.423520 1.826392 0.0 0.0 0.1 0.497
H 3.588202 -1.033609 1.318271 0.0 0.0 0.1 0.358
H 2.686972 0.456133 1.710798 0.4 -0.1 0.1 0.168
H -0.041210 3.798400 -0.718329 0.0 0.0 0.0 0.466
H -0.913408 5.813639 -1.849672 0.0 0.1 0.0 0.450
H -3.187621 5.799259 -2.796133 -0.1 0.1 0.0 0.442
H -4.628765 3.813607 -2.544761 -0.1 0.1 0.0 0.461
H -3.780554 1.813388 -1.376444 0.0 -0.1 0.0 0.494
H -1.349957 -0.032905 -2.468934 0.0 -0.1 -0.1 0.375
H -1.997700 -1.424906 -4.360994 0.0 0.0 -0.1 0.499
H -0.794134 -3.544208 -4.799681 0.0 -0.1 -0.1 0.417
H 1.063421 -4.236249 -3.345284 0.0 -0.1 0.0 0.477
H 2.296555 -4.011843 -1.328717 0.0 0.0 0.1 0.498
H 1.658199 -2.943532 -0.074098 0.1 -0.2 0.0 0.465
H 2.863243 -2.339404 -1.238515 0.1 0.0 0.0 0.460
H 0.523741 1.449471 -2.466185 0.0 0.0 -0.3 -0.186
H 1.237349 0.454463 -3.757388 -0.1 0.0 0.0 0.365
H 1.520180 2.196234 -3.721417 0.0 0.0 0.0 0.561
H 3.909317 1.917036 -3.749094 0.0 0.0 -0.1 0.502
Te -1.310238 -2.018276 1.890776 -0.6 -1.4 0.5 -0.225
C -1.371452 -3.329581 0.183078 0.2 0.3 0.3 0.385
C -2.252134 -3.163141 -0.874899 -0.1 0.1 0.1 -0.314
C -2.448692 -4.192632 -1.778038 -0.2 -0.1 0.1 -0.483
C -1.776949 -5.393768 -1.631685 0.0 -0.1 0.0 -0.787
C -0.880318 -5.558761 -0.589624 0.0 -0.1 -0.1 -0.583
C -0.680653 -4.531780 0.312084 0.1 0.3 0.3 -0.549
H -2.790686 -2.231495 -0.983636 -0.1 0.0 0.0 0.421
H -3.167214 -4.076341 -2.574040 -0.1 0.1 -0.2 0.499
H -1.964505 -6.206727 -2.315526 0.0 -0.1 -0.1 0.429
H -0.367427 -6.498399 -0.450513 0.1 -0.1 0.0 0.447
H -0.011491 -4.663361 1.153783 0.0 -0.1 0.0 0.399
```
Positions in Å, forces in eV/Å.

Total charge = +1
Multiplicity = 2
E_LUMO (spin up / spin down) = -3.31 / -3.16 eV
Strongest force on any atom = 0.062 Eh/bohr
HOMO-LUMO gap (spin up / spin down) = 5.9 / 6.0 eV

Record 6
The following is a DFT calculation (wB97M-V/def2-TZVPD) of a single C4H12N2O molecule in a non-equilibrium geometry.

Structure (XYZ):
```
19
Properties=species:S:1:pos:R:3:forces:R:3:mulliken_charge:R:1
C -1.441861 -1.022989 1.077624 -0.2 0.0 0.2 -1.276
C -1.505846 0.248464 0.250699 1.0 0.1 -2.7 0.076
O -1.536681 1.423069 1.022300 0.4 0.1 0.1 -0.562
C -0.337145 0.325831 -1.072306 -5.1 0.3 4.1 -0.653
C 0.971856 0.575310 -0.488318 3.5 -1.7 -3.8 -0.065
N 1.356994 0.308302 0.838270 -0.4 -0.4 0.6 -0.465
N 1.735908 -0.474387 -1.717804 -0.1 2.3 1.7 -0.729
H -0.630140 -1.030296 1.805127 0.1 0.0 -0.2 0.298
H -1.381661 -1.901003 0.435563 0.1 -0.1 0.0 0.315
H -2.351936 -1.122226 1.674223 -0.1 0.1 -0.1 0.359
H -2.435915 0.252603 -0.326250 -0.1 0.0 0.3 0.451
H -0.684645 1.496296 1.475603 -0.1 -0.1 0.0 0.384
H -0.700677 1.195159 -1.608930 0.1 0.1 -0.2 0.184
H -0.555533 -0.556897 -1.661505 0.6 -0.1 0.1 0.403
H 1.325347 1.574781 -0.753349 0.0 -0.2 0.1 0.403
H 2.195667 0.778999 1.145526 0.0 0.0 -0.4 0.215
H 1.445460 -0.677695 1.049994 -0.2 0.1 0.1 0.227
H 1.895799 -1.354890 -1.233971 0.2 0.1 0.1 0.211
H 2.635012 -0.038432 -1.912495 0.2 -0.4 0.1 0.225
```
Positions in Å, forces in eV/Å.

E_LUMO = 0.79 eV
Strongest force on any atom = 0.129 Eh/bohr
SMILES = C[C@@H](O)CC(N)N
HOMO-LUMO gap = 9.7 eV